1.
A 2-piece molecular cluster, C11H21O8P overall. Source: the OMol25 dataset; level of theory: ωB97M-V/def2-TZVPD.

Geometry as XYZ:
```
41
Properties=species:S:1:pos:R:3:nbo_charge:R:1
C 2.83601 -0.20238 2.61484 -0.630
C 3.67292 -0.31522 1.24024 -0.406
C 2.64400 -0.26858 0.01260 -0.428
C 1.98174 -1.71098 -0.33751 -0.418
C 0.43237 -1.37158 -0.68286 -0.414
C -0.45024 -1.50980 0.67319 -0.456
C -1.91753 -0.83176 0.49188 -0.230
O -2.36626 -1.19623 -0.83643 -0.549
C -2.76260 -0.07090 -1.61134 0.760
O -3.85853 -0.16935 -2.22866 -0.569
C -1.91812 1.28116 -1.81590 -0.196
O -2.83806 2.38868 -1.77779 -0.524
C -2.95350 2.96345 -0.45994 -0.264
P -3.09564 -1.60711 1.80367 1.246
O -3.01106 -3.31949 1.75826 -0.988
O -2.61630 -0.98827 3.32802 -1.001
H 3.51130 0.23583 3.43031 0.189
H 1.95078 0.49902 2.47476 0.210
H 2.54051 -1.26693 2.92121 0.191
H 4.35760 -1.23803 1.20718 0.179
H 4.36946 0.59267 1.18980 0.209
H 3.14784 0.15208 -0.93531 0.306
H 1.81407 0.48776 0.27174 0.213
H 2.02640 -2.43711 0.54497 0.172
H 2.52721 -2.11646 -1.25857 0.215
H 0.03110 -2.04778 -1.50643 0.200
H 0.34620 -0.28588 -1.06238 0.253
H 0.14482 -1.06039 1.53282 0.226
H -0.63302 -2.64153 0.80418 0.200
H -1.91916 0.28507 0.71665 0.210
H -1.37202 1.34006 -2.82340 0.301
H -1.10853 1.30244 -1.01308 0.214
H -2.92921 4.10809 -0.60674 0.192
H -2.13883 2.65173 0.27202 0.177
H -3.96479 2.73463 0.04918 0.156
H -3.35040 -3.55093 0.85724 0.504
H -2.66792 -0.00816 3.35182 0.503
C 2.36108 2.30202 -3.18913 0.920
O 1.71634 2.37553 -4.26971 -0.921
O 3.63732 2.41908 -3.09550 -0.961
O 1.82266 2.09557 -2.03593 -0.990
```

Properties
net charge: -2
multiplicity: 1
orbital gap: 1.8803 eV

2.
C29H25AuN5O3S as an isolated structure. Source: the OMol25 dataset; level of theory: ωB97M-V/def2-TZVPD.

Geometry as XYZ:
```
64
Properties=species:S:1:pos:R:3:nbo_charge:R:1
Au -0.17061 1.01662 1.70181 1.183
O 3.73105 1.01545 0.74704 -0.576
C 2.54724 1.21346 0.86803 0.741
O 1.83802 0.83716 1.90421 -0.749
C 1.78139 1.91991 -0.23377 0.104
C 2.42722 2.45330 -1.33079 -0.192
C 1.66548 3.07082 -2.31027 -0.129
C 0.28693 3.12327 -2.16594 -0.230
C -0.29030 2.56095 -1.04339 0.063
N 0.45165 1.97987 -0.10008 -0.511
H 3.50316 2.37056 -1.38569 0.264
H 2.14014 3.50522 -3.17974 0.239
H -0.33938 3.59298 -2.91041 0.242
H -1.36044 2.56443 -0.88474 0.224
S -2.44182 1.24265 1.42575 -0.106
C -3.11948 -0.31608 1.81345 0.123
N -2.47486 -1.46039 1.52989 -0.495
C -2.97217 -2.67289 1.82823 0.092
C -4.20205 -2.79795 2.41714 -0.246
C -4.91867 -1.63465 2.69529 -0.095
C -4.38029 -0.39935 2.40037 -0.258
H -1.53992 -1.44090 1.05316 0.489
H -2.34329 -3.51328 1.56881 0.242
H -4.59158 -3.77633 2.65353 0.247
H -5.89248 -1.69591 3.16280 0.243
H -4.90435 0.51456 2.63860 0.252
C 2.08094 -5.52594 -0.89209 -0.420
N 1.85747 -4.31263 -0.12169 -0.187
N 0.67796 -3.60706 -0.28058 -0.269
C 0.85091 -2.31924 0.20863 0.619
O -0.09725 -1.50326 0.28128 -0.774
C 2.21595 -2.22999 0.58591 -0.435
C 2.79113 -3.45022 0.34002 0.290
C 4.21698 -3.84861 0.48321 -0.666
C -0.57018 -4.28451 -0.32869 0.189
C -0.81663 -5.36643 0.50935 -0.265
C -2.04930 -6.00249 0.45547 -0.205
C -3.03293 -5.54493 -0.41157 -0.214
C -2.78182 -4.45252 -1.23187 -0.190
C -1.54619 -3.82270 -1.20155 -0.238
H 1.50418 -5.47920 -1.81409 0.229
H 1.79126 -6.41437 -0.33359 0.216
H 3.13548 -5.59164 -1.14477 0.231
H 2.71190 -1.36768 0.99684 0.266
H 4.76090 -3.06198 0.99939 0.256
H 4.68042 -3.99161 -0.49479 0.240
H 4.31804 -4.77629 1.04628 0.239
H -0.05226 -5.70004 1.19963 0.232
H -2.24063 -6.85375 1.09516 0.233
H -3.99142 -6.04469 -0.45400 0.231
H -3.54506 -4.09904 -1.91236 0.230
H -1.32878 -2.98086 -1.84437 0.241
N -1.19319 -2.77690 7.92585 -0.278
C -1.01247 -2.15428 6.97777 0.263
C -0.80758 -1.37811 5.78384 -0.194
C -1.49646 -0.18233 5.60559 -0.147
C -1.33100 0.54299 4.43480 -0.271
C -0.47214 0.07282 3.45014 -0.166
C 0.24602 -1.10233 3.64104 -0.280
C 0.07397 -1.83211 4.80622 -0.101
H -2.16149 0.17462 6.38042 0.236
H -1.87756 1.46597 4.29900 0.236
H 0.94674 -1.44584 2.89209 0.238
H 0.62487 -2.74962 4.96490 0.224
```

Properties
net charge: +1
ΔE to the lowest compared entry with this formula, charge and spin: 0.0 kcal per mole
multiplicity: 1
orbital gap: 7.9686 eV

3.
A 4-piece molecular cluster, C26H49FNO14P3 overall. Source: the OMol25 dataset; level of theory: ωB97M-V/def2-TZVPD.

Geometry as XYZ:
```
94
Properties=species:S:1:pos:R:3:lowdin_charge:R:1
O 0.87103 -0.20488 1.93782 0.140
C 1.62969 0.22785 1.11383 -0.319
C 2.76302 1.20131 1.32986 -0.059
C 3.20165 1.87596 2.48345 0.013
C 4.29887 2.70641 2.32055 -0.052
C 4.95253 2.87056 1.09271 -0.046
C 4.49757 2.21675 -0.03968 0.004
C 3.40030 1.38208 0.08651 -0.076
C 2.70322 0.53036 -0.93373 -0.313
O 2.90598 0.37944 -2.10428 0.162
N 1.59132 -0.12406 -0.27601 0.055
F 1.75064 -1.49381 -0.48654 0.028
H 2.69461 1.73590 3.43567 0.125
H 4.68304 3.23912 3.19146 0.115
H 5.81464 3.53217 1.01608 0.115
H 4.96361 2.32602 -1.01772 0.129
C -1.78368 5.78412 -1.65434 -0.082
C -0.87733 6.47238 -0.64961 -0.292
O -1.19596 6.09328 0.68841 -0.212
P -0.73281 4.60832 1.23062 0.645
O 0.74206 4.84031 1.40777 -0.232
O -1.10109 4.84652 2.83022 -0.261
C -0.17421 4.53489 3.86682 -0.295
C 0.44247 5.80823 4.40700 -0.073
O -2.28153 4.06837 0.98918 -0.217
C -3.05108 3.36156 1.97624 -0.265
C -4.02415 4.31840 2.62861 -0.062
H -1.59873 4.70628 -1.67374 0.064
H -1.61581 6.17763 -2.65815 0.078
H -2.83136 5.92589 -1.38912 0.082
H 0.17553 6.26072 -0.86030 0.108
H -1.01653 7.55254 -0.70929 0.117
H 0.58826 3.83445 3.52494 0.092
H -0.73516 4.03397 4.66174 0.117
H 0.93031 6.37622 3.61451 0.075
H 1.17669 5.58732 5.18442 0.075
H -0.33071 6.45239 4.82914 0.077
H -2.41565 2.85781 2.70219 0.113
H -3.61126 2.58552 1.44975 0.114
H -3.51087 5.14216 3.12056 0.074
H -4.63630 3.79801 3.36647 0.083
H -4.68000 4.76250 1.87800 0.083
C -1.28908 -0.58605 -1.39713 -0.077
C -2.08914 0.70254 -1.38929 -0.283
O -2.77922 0.90517 -2.62189 -0.202
P -4.12936 0.03030 -2.92819 0.612
O -5.11710 0.60887 -1.96515 -0.229
O -4.64542 0.81812 -4.28407 -0.253
C -5.99299 1.26499 -4.42191 -0.295
C -6.06237 2.76322 -4.21433 -0.074
O -3.29732 -1.05180 -3.85370 -0.210
C -3.71447 -1.46767 -5.16338 -0.267
C -2.91022 -0.72176 -6.20476 -0.066
H -1.95089 -1.45663 -1.42937 0.077
H -0.67502 -0.65667 -0.50390 0.048
H -0.64569 -0.63770 -2.27594 0.088
H -2.79827 0.71964 -0.55588 0.106
H -1.41364 1.55196 -1.26815 0.110
H -6.66160 0.73564 -3.74382 0.105
H -6.31124 1.02126 -5.44011 0.115
H -5.66296 3.04417 -3.23956 0.075
H -7.09120 3.12021 -4.28883 0.076
H -5.45853 3.27672 -4.96478 0.076
H -4.78695 -1.34757 -5.30481 0.111
H -3.49978 -2.53569 -5.24301 0.117
H -3.05083 0.35448 -6.12680 0.074
H -3.19468 -1.03910 -7.20914 0.081
H -1.84406 -0.90862 -6.06587 0.082
C 3.08399 -9.64547 2.03435 -0.086
C 2.16643 -8.61368 2.66459 -0.291
O 2.65436 -7.28804 2.46622 -0.206
P 2.48634 -6.59025 0.99145 0.610
O 1.01189 -6.35359 0.91112 -0.224
O 2.94575 -5.05539 1.37661 -0.249
C 2.16185 -3.91954 1.00003 -0.296
C 1.41405 -3.39868 2.20706 -0.065
O 4.03788 -6.96483 0.56750 -0.214
C 4.95961 -6.01642 0.00853 -0.269
C 5.90264 -5.53785 1.08987 -0.067
H 3.07535 -9.56125 0.94429 0.068
H 2.76967 -10.65561 2.30195 0.076
H 4.11341 -9.49667 2.36083 0.080
H 1.14842 -8.70207 2.27410 0.110
H 2.12278 -8.77172 3.74277 0.117
H 1.48512 -4.15219 0.17847 0.106
H 2.85417 -3.15880 0.63567 0.101
H 0.78662 -4.17601 2.64457 0.081
H 0.78722 -2.55056 1.94229 0.050
H 2.11770 -3.08550 2.98165 0.083
H 4.44566 -5.19395 -0.48539 0.111
H 5.53259 -6.54175 -0.75909 0.116
H 5.36749 -5.05504 1.90517 0.074
H 6.62792 -4.83210 0.68193 0.081
H 6.44028 -6.38200 1.52520 0.080
```

Properties
net charge: 0
ΔE to the lowest compared entry with this formula, charge and spin: 0.0 kcal per mole
multiplicity: 1
orbital gap: 9.1662 eV
SMILES string: O=C1c2ccccc2C(=O)N1F.CCOP(=O)(OCC)OCC.CCOP(=O)(OCC)OCC.CCOP(=O)(OCC)OCC

| no. | E_LUMO (eV) |
| --- | --- |
| 1 | 4.0 |
| 2 | -3.4 |
| 3 | -0.9 |